[1]
ORCA calculation (ωB97M-V/def2-TZVPD) on a structure of composition C29H46BrN3P2Pd at a distorted geometry.

As for the total charge: 0. The value obtained for the largest force on an atom is 0.066 Eh/bohr. The value obtained for the LUMO energy (alpha / beta) is -0.15 / -0.13 eV. The calculation puts the HOMO energy (alpha / beta) at -5.718 / -5.735 eV. The energy relative to the best compared isomer or geometry (same formula, charge and spin) comes out at 273.3 kJ/mol.

Each line ends with the Löwdin charge.
Geometry (Å):
N -5.136 3.285 -2.975  0.010
C -5.087 3.548 -1.666  -0.175
C -4.230 2.878 -0.789  -0.042
C -3.311 1.920 -1.305  -0.243
C -3.498 1.552 -2.671  -0.036
C -4.388 2.293 -3.464  -0.167
C -2.148 1.493 -0.564  -0.175
Pd -0.607 -0.034 0.366  0.526
P 3.215 -0.452 0.787  0.967
C -0.965 1.026 -1.256  -0.331
C 0.189 1.924 -1.549  -0.217
C 1.050 1.552 -2.600  -0.054
C 2.182 2.311 -2.894  -0.124
C 2.459 3.467 -2.132  -0.752
C 1.598 3.838 -1.084  -0.126
C 0.453 3.080 -0.806  -0.033
Br 3.897 4.530 -2.588  0.774
H -2.155 1.735 0.509  0.075
H -1.143 0.328 -2.084  0.070
H -4.221 3.129 0.273  0.098
H -2.942 0.735 -3.124  0.088
H -5.737 4.343 -1.294  0.096
H -4.481 2.087 -4.529  0.095
H 0.789 0.672 -3.206  0.120
H -0.230 3.393 -0.011  0.105
H 2.806 2.040 -3.746  0.104
H 1.793 4.744 -0.516  0.102
P -1.009 -2.224 -0.276  0.878
C 3.486 1.349 0.642  -0.415
C 4.949 1.695 0.296  -0.164
H 3.225 1.789 1.617  0.063
H 2.792 1.742 -0.114  0.039
H 5.130 2.763 0.467  0.062
H 5.646 1.127 0.929  0.062
H 5.196 1.495 -0.756  0.054
C 3.018 -1.037 -0.915  -0.444
C 4.347 -1.370 -1.598  -0.155
H 2.450 -0.272 -1.467  0.046
H 2.422 -1.961 -0.854  0.051
H 4.182 -1.613 -2.654  0.068
H 5.079 -0.557 -1.561  0.050
H 4.801 -2.253 -1.136  0.068
C 1.898 -0.808 1.978  -0.478
C 2.356 -1.585 3.218  -0.162
H 1.121 -1.371 1.414  0.002
H 1.445 0.151 2.282  0.023
H 1.502 -2.065 3.721  0.058
H 3.081 -2.361 2.937  0.056
H 2.836 -0.911 3.941  0.067
C -0.478 -3.429 1.002  -0.402
C -1.417 -4.604 1.274  -0.147
H -0.315 -2.860 1.931  0.040
H 0.508 -3.806 0.688  0.080
H -2.355 -4.277 1.739  0.058
H -1.645 -5.186 0.371  0.073
H -0.915 -5.278 1.978  0.072
C 0.056 -2.589 -1.728  -0.406
C -0.639 -2.690 -3.080  -0.151
H 0.625 -3.505 -1.498  0.079
H 0.784 -1.763 -1.765  0.026
H -1.405 -3.477 -3.100  0.070
H -1.096 -1.731 -3.358  0.060
H 0.116 -2.930 -3.841  0.075
C -2.728 -2.554 -0.771  -0.402
C -3.780 -2.113 0.244  -0.145
H -2.811 -3.624 -1.012  0.077
H -2.882 -2.017 -1.715  0.076
H -4.781 -2.348 -0.137  0.076
H -3.676 -2.620 1.209  0.048
H -3.739 -1.032 0.410  0.060
C 0.292 2.438 2.937  0.009
C -0.452 1.218 3.307  -0.393
N -0.928 0.236 2.541  -0.011
C -1.528 -0.707 3.374  -0.114
C -1.367 -0.289 4.672  -0.079
N -0.755 0.947 4.597  0.094
H -0.299 3.019 2.221  0.078
H 0.454 3.021 3.851  0.089
H 1.274 2.197 2.507  0.063
H -2.024 -1.586 2.994  0.090
H -1.602 -0.791 5.596  0.108
H -0.596 1.589 5.366  0.161

Forces on the atoms, in the same order (eV/Å):
N -0.4 0.4 -0.4
C 0.7 -0.8 0.2
C 0.0 -0.1 -0.4
C -0.4 -0.6 -0.4
C -0.7 0.8 -0.1
C 0.5 -0.4 1.2
C 0.1 0.0 -0.2
Pd -0.6 -0.2 0.9
P 3.1 -0.6 1.1
C -0.8 0.5 -0.9
C 0.2 -1.0 0.6
C 0.2 0.4 0.1
C -0.3 0.4 0.2
C -1.6 -1.2 0.2
C -0.2 -0.2 -0.4
C 0.7 0.1 -0.2
Br 0.8 0.5 -0.1
H 0.6 1.1 -0.5
H -0.2 0.8 -0.3
H 0.1 0.0 -0.3
H 0.1 0.2 0.1
H 0.1 -0.2 -0.1
H 0.0 0.0 0.2
H 0.2 0.4 0.3
H 0.2 -0.1 -0.4
H 0.0 0.1 0.3
H 0.1 -0.1 -0.1
P 0.7 1.3 0.0
C -0.3 0.1 -0.2
C -0.1 0.2 0.1
H 0.1 -0.1 -0.2
H 0.2 0.2 0.3
H 0.0 -0.1 -0.1
H -0.2 0.1 -0.2
H -0.2 0.0 0.3
C -0.9 0.0 -0.2
C 0.1 -0.2 -0.1
H 0.1 -0.4 -0.2
H 0.2 0.4 -0.1
H 0.0 0.1 0.1
H -0.2 -0.1 0.1
H 0.0 0.2 0.0
C -1.1 0.1 -0.5
C 0.1 -0.1 -0.1
H 0.3 0.3 0.6
H 0.1 -0.6 -0.2
H 0.2 0.2 -0.1
H -0.2 0.2 0.1
H 0.0 -0.2 -0.2
C -0.2 -0.4 0.1
C 0.2 -0.3 0.2
H 0.0 -0.2 -0.3
H -0.2 0.2 0.1
H 0.2 -0.1 -0.2
H 0.0 0.2 0.2
H -0.2 0.0 -0.1
C 0.3 -0.4 -0.2
C 0.1 -0.1 -0.2
H -0.1 0.1 -0.3
H -0.4 -0.5 0.0
H 0.2 0.3 0.0
H 0.0 -0.3 0.0
H -0.3 0.1 0.1
C 0.0 -0.6 -0.2
C -0.2 0.0 0.0
H -0.2 0.2 0.0
H 0.1 0.0 0.2
H 0.2 0.0 0.1
H 0.0 0.1 -0.1
H 0.1 -0.1 0.0
C 0.0 0.2 -0.2
C -1.1 -1.3 0.0
N 0.0 0.2 0.8
C 0.9 1.2 0.5
C -0.4 -0.1 -0.6
N 0.3 -0.3 0.6
H 0.3 0.0 0.1
H 0.0 0.1 -0.3
H -0.3 0.1 0.0
H 0.2 0.0 0.0
H -0.1 0.3 0.0
H 0.1 -0.4 -0.2



[2]
ORCA calculation (ωB97M-V/def2-TZVPD) on a structure of composition C29H46BrNOP2Pd at a distorted geometry.

As for the total charge: 0. The value obtained for the largest force on an atom is 0.044 Eh/bohr. The value obtained for the LUMO energy is -0.57 eV. The calculation puts the HOMO energy at -6.993 eV. The energy relative to the best compared isomer or geometry (same formula, charge and spin) comes out at 0.0 kJ/mol.

Each line ends with the Löwdin charge.
Geometry (Å):
C 0.877 3.199 -5.705  -0.021
C 1.644 2.173 -5.141  -0.243
C 2.908 2.500 -4.603  -0.022
C 3.269 3.855 -4.531  -0.146
N 2.473 4.833 -4.969  0.041
C 1.331 4.521 -5.582  -0.141
C 1.130 0.835 -5.006  0.036
C 0.864 -0.292 -4.580  0.053
C 0.465 -1.297 -3.619  -0.263
C -0.895 -1.391 -3.254  -0.039
C -1.217 -1.729 -1.932  -0.113
C -0.126 -1.887 -1.069  -0.280
C 1.150 -2.237 -1.509  -0.120
C 1.444 -1.955 -2.845  -0.041
Pd -0.478 -1.340 0.859  0.455
P 0.028 0.780 0.407  0.874
H 3.582 1.733 -4.231  0.112
H -0.051 2.981 -6.200  0.105
H 4.236 4.138 -4.085  0.109
H 0.724 5.338 -5.982  0.106
H 2.427 -2.171 -3.267  0.118
H -1.683 -1.125 -3.965  0.120
H 1.874 -2.668 -0.818  0.080
H -2.227 -1.774 -1.533  0.077
C -0.289 1.685 1.958  -0.420
C 0.344 3.056 2.175  -0.140
H 0.035 1.011 2.766  -0.036
H -1.385 1.734 2.052  0.072
H 0.064 3.407 3.176  0.079
H 1.439 3.021 2.140  0.065
H -0.021 3.801 1.458  0.058
C 1.734 1.085 -0.143  -0.350
C 2.012 2.456 -0.761  -0.131
H 1.963 0.299 -0.873  0.071
H 2.389 0.901 0.721  0.051
H 3.080 2.544 -0.993  0.077
H 1.473 2.607 -1.703  0.061
H 1.756 3.286 -0.094  0.055
C -1.014 1.448 -0.921  -0.366
C -1.388 2.920 -0.809  -0.132
H -1.922 0.839 -0.930  0.057
H -0.492 1.240 -1.863  0.082
H -2.045 3.193 -1.644  0.079
H -1.926 3.121 0.123  0.069
H -0.510 3.570 -0.855  0.057
Br -0.811 -1.255 3.415  0.091
P 2.435 -1.600 2.542  0.878
C 3.254 -0.042 3.065  -0.435
C 4.042 -0.093 4.365  -0.154
H 2.433 0.690 3.140  0.051
H 3.889 0.293 2.234  0.068
H 4.485 0.892 4.546  0.070
H 3.395 -0.323 5.217  0.061
H 4.861 -0.819 4.320  0.064
C 2.138 -2.583 4.079  -0.469
C 2.935 -3.857 4.290  -0.159
H 1.064 -2.835 3.984  -0.043
H 2.206 -1.921 4.952  0.063
H 2.481 -4.428 5.111  0.072
H 2.924 -4.497 3.401  0.063
H 3.974 -3.654 4.573  0.058
C 3.643 -2.511 1.509  -0.443
C 5.086 -2.474 1.988  -0.161
H 3.558 -2.066 0.503  0.052
H 3.271 -3.544 1.424  0.071
H 5.706 -3.047 1.288  0.069
H 5.481 -1.453 2.015  0.062
H 5.208 -2.932 2.976  0.053
C -5.763 -0.751 0.642  -0.153
C -5.291 -0.444 2.078  -0.149
C -3.816 -0.073 1.938  -0.237
O -3.357 -0.366 0.611  -0.224
C -4.457 -0.903 -0.152  -0.205
H -6.349 -1.676 0.595  0.108
H -6.364 0.076 0.241  0.108
H -5.425 -1.333 2.699  0.110
H -5.843 0.387 2.516  0.106
H -3.676 1.001 2.117  0.108
H -3.147 -0.594 2.649  -0.003
H -4.240 -1.974 -0.321  0.114
H -4.502 -0.401 -1.134  0.118

Forces on the atoms, in the same order (eV/Å):
C 0.7 0.5 0.4
C 0.1 0.0 -0.1
C -0.2 0.7 -0.1
C -0.4 -0.8 -0.1
N 0.2 0.4 -0.2
C 0.0 -0.9 0.1
C 0.1 -2.2 0.7
C 0.2 1.9 -0.4
C -0.1 -0.2 -0.6
C -0.3 -0.1 0.3
C 1.4 0.1 -0.8
C -0.8 0.4 1.8
C -0.5 0.2 -0.8
C 0.0 0.0 0.1
Pd 0.4 -1.1 0.6
P -0.1 -0.6 -0.3
H -0.2 0.1 0.0
H -0.3 -0.1 0.0
H -0.6 0.0 -0.2
H 0.3 -0.2 0.2
H -0.2 0.4 0.2
H 0.4 0.1 0.2
H 0.0 0.4 -0.2
H 0.1 0.3 -0.3
C 0.1 0.1 0.4
C -0.2 0.3 0.0
H -0.1 0.2 -0.4
H 0.3 -0.1 0.0
H 0.1 0.0 -0.2
H -0.2 0.0 -0.1
H 0.2 -0.1 0.1
C 0.3 0.0 0.1
C 0.1 0.3 -0.1
H -0.1 0.0 0.1
H -0.2 0.0 -0.2
H -0.1 0.0 0.0
H 0.0 -0.1 0.1
H 0.1 -0.2 -0.1
C -0.3 0.1 -0.2
C 0.0 0.2 -0.2
H 0.1 0.0 0.1
H 0.0 0.0 0.1
H 0.1 0.0 0.2
H 0.1 0.0 -0.1
H -0.2 0.0 0.0
Br -0.6 -0.1 -0.2
P -1.2 -0.1 -0.9
C 0.1 -0.1 0.1
C 0.3 0.5 0.1
H 0.3 -0.1 0.1
H -0.1 -0.1 0.1
H 0.0 -0.1 0.2
H 0.2 0.0 -0.1
H -0.2 0.1 0.1
C -0.5 -0.1 -0.1
C 0.2 -0.1 0.4
H 0.6 0.1 0.2
H 0.0 -0.2 -0.2
H 0.1 0.0 -0.2
H 0.1 0.1 0.2
H -0.1 -0.1 -0.1
C 0.3 0.2 0.3
C 0.4 -0.5 -0.3
H 0.1 -0.1 0.3
H 0.1 0.3 0.0
H 0.1 0.1 0.1
H -0.1 -0.1 0.1
H -0.1 0.2 -0.2
C 0.2 0.4 -0.1
C 0.0 -0.3 -0.3
C 0.7 0.2 0.7
O -1.2 -0.1 -0.2
C 0.4 -0.5 -0.2
H 0.0 0.3 0.0
H 0.1 -0.3 0.1
H 0.1 0.2 0.1
H -0.1 -0.2 0.1
H 0.0 0.0 -0.1
H -0.5 0.2 -0.3
H -0.1 0.3 -0.1
H 0.1 -0.1 0.3



[3]
ORCA calculation (ωB97M-V/def2-TZVPD) on a structure of composition C29H46EuP2 at a distorted geometry.

As for the total charge: +1. The value obtained for the largest force on an atom is 0.070 Eh/bohr. The value obtained for the LUMO energy (alpha / beta) is -3.35 / -4.11 eV. The calculation puts the HOMO energy (alpha / beta) at -9.762 / -9.789 eV. The energy relative to the best compared isomer or geometry (same formula, charge and spin) comes out at 52.3 kJ/mol. The multiplicity is 7.

Each line ends with the Löwdin charge.
Geometry (Å):
Eu -1.545 -1.178 1.027  1.610
C 1.331 0.734 3.428  -0.184
C 0.182 1.371 2.882  -0.187
C -0.510 -0.478 4.068  -0.228
C 0.904 -0.455 4.075  -0.188
C -0.964 0.619 3.280  -0.337
C 2.709 1.280 3.500  -0.034
H 2.993 1.824 2.591  0.050
H 3.426 0.461 3.649  0.080
H 2.823 1.974 4.358  0.104
C 1.742 -1.510 4.691  -0.017
H 2.810 -1.268 4.650  0.078
H 1.599 -2.462 4.156  0.074
H 1.485 -1.680 5.747  0.092
C -1.361 -1.328 4.940  -0.023
H -0.723 -1.708 5.753  0.090
H -1.821 -2.195 4.442  0.071
H -2.178 -0.749 5.402  0.095
C -2.400 0.985 3.073  -0.104
H -2.823 1.431 3.994  0.103
H -3.038 0.097 2.844  0.046
H -2.514 1.731 2.268  0.076
C 0.116 2.612 2.082  -0.009
H -0.767 3.229 2.326  0.100
H 0.039 2.373 1.009  0.049
H 1.027 3.206 2.224  0.089
C 2.803 0.070 -0.753  -0.081
C 3.114 1.189 -0.072  -0.114
C 2.899 2.604 -0.501  -0.177
C 1.998 2.800 -1.740  -0.185
C 0.511 2.649 -1.611  -0.120
C -0.205 1.633 -1.078  -0.212
C 0.287 0.249 -0.747  -0.290
C 1.547 -0.173 -1.561  -0.224
H 3.875 3.072 -0.713  0.128
H 2.396 2.199 -2.567  0.114
H 2.513 3.180 0.356  0.101
H 1.563 0.303 -2.550  0.016
H 3.316 -0.871 -0.508  0.108
H 3.663 1.078 0.877  0.093
H 1.480 -1.247 -1.839  0.111
H 0.568 0.160 0.333  0.079
H -1.257 1.801 -0.768  0.084
H -0.481 -0.554 -0.952  0.009
H 2.181 3.847 -2.019  0.115
H -0.039 3.508 -2.061  0.121
P -0.140 0.739 -4.211  0.847
C 0.737 -0.166 -5.569  -0.280
C -0.397 2.332 -5.146  -0.276
P -2.905 0.191 -2.872  0.796
C -1.833 0.013 -4.406  -0.579
C -3.401 1.982 -3.003  -0.302
C -4.420 -0.540 -3.646  -0.325
H 0.477 -1.229 -5.565  0.037
H 1.820 -0.073 -5.423  0.037
H 0.470 0.283 -6.532  0.033
H -0.601 2.071 -6.192  0.036
H 0.530 2.924 -5.080  0.041
H -1.238 2.898 -4.723  0.021
H -4.531 -0.299 -4.710  0.047
H -5.313 -0.194 -3.116  0.033
H -4.378 -1.629 -3.541  0.031
H -1.646 -1.057 -4.599  0.043
H -2.292 0.458 -5.306  0.057
H -4.440 2.049 -2.638  0.038
H -3.368 2.403 -4.016  0.040
H -2.774 2.603 -2.345  0.014
C 0.693 -5.878 1.702  -0.102
C 0.200 -5.459 2.946  -0.080
C -0.168 -4.098 3.152  -0.178
C -0.051 -3.221 2.094  -0.295
C 0.528 -3.570 0.900  -0.227
C 0.841 -4.946 0.671  -0.096
H 0.940 -6.931 1.536  0.105
H 0.055 -6.172 3.762  0.101
H -0.563 -3.792 4.125  0.066
H 0.734 -2.842 0.099  0.048
H 1.160 -5.258 -0.327  0.097

Forces on the atoms, in the same order (eV/Å):
Eu 1.1 -0.7 1.4
C -0.1 -1.8 1.1
C -1.0 -0.3 0.4
C -1.8 0.9 -0.9
C 1.9 1.7 -0.7
C 0.1 -1.1 -0.3
C 0.6 0.2 0.0
H 0.0 -0.1 0.3
H -0.1 0.3 -0.1
H -0.1 -0.3 -0.4
C 0.4 -0.3 0.2
H -0.3 0.0 0.0
H 0.0 0.2 0.2
H 0.0 0.0 -0.2
C -0.1 -0.1 0.5
H -0.4 -0.1 -0.2
H 0.2 0.2 0.0
H 0.3 -0.1 -0.2
C -0.2 0.3 0.2
H -0.1 -0.2 -0.5
H 0.0 0.4 0.1
H -0.1 -0.3 0.2
C 0.2 0.4 -0.1
H 0.4 -0.2 0.0
H 0.1 0.2 0.4
H -0.3 0.0 -0.1
C -0.2 -0.5 1.0
C 0.7 -0.6 -0.2
C -1.1 0.0 0.4
C 0.7 0.6 -0.3
C -1.0 -0.3 0.3
C -0.2 0.7 0.2
C 0.8 -0.6 -0.1
C 0.6 -0.3 -0.7
H -0.2 -0.4 0.0
H 0.0 0.0 0.0
H -0.1 0.0 -0.3
H -0.3 0.1 0.6
H -0.3 0.5 0.5
H 0.5 0.0 -0.9
H 0.1 0.5 0.5
H -0.1 0.1 -0.3
H 0.5 0.1 -0.9
H 0.3 1.0 -0.5
H -0.2 -0.3 -0.2
H 0.2 -0.6 1.0
P -0.2 0.2 -0.9
C 0.1 0.1 0.1
C 0.2 -0.3 0.3
P -0.3 0.3 -1.5
C 0.4 0.0 0.2
C 0.0 0.1 0.5
C -0.2 -0.3 0.3
H 0.1 0.2 0.0
H -0.2 0.0 -0.1
H 0.1 -0.3 0.0
H 0.0 0.3 0.2
H -0.4 -0.1 -0.1
H 0.3 0.0 -0.1
H 0.1 0.1 0.3
H 0.1 -0.1 0.0
H 0.0 0.1 -0.1
H -0.3 0.3 0.2
H -0.2 -0.3 0.4
H 0.4 0.1 -0.1
H 0.0 -0.3 0.2
H -0.2 -0.1 -0.3
C -0.2 0.3 -0.1
C -0.2 0.9 0.4
C 0.3 -2.2 -0.4
C -1.3 3.4 0.1
C 0.1 -2.3 -0.5
C 0.1 0.8 -0.1
H -0.1 0.4 0.0
H 0.2 0.1 -0.3
H 0.1 -0.2 -0.4
H -0.2 -0.2 0.0
H 0.1 0.0 0.4



Among the records above, which one has the highest total charge?
C29H46EuP2



Number 2 is which compound?
C29H46BrNOP2Pd